Molecular formula: C26H33MoN4O8P2S
Method: DFT, the ωB97M-V functional and the def2-TZVPD basis

The geometry in ORCA input format:
```
! wB97M-V def2-TZVPD RIJCOSX def2/J DEFGRID3
* xyz 1 1
Mo 0.545 1.472 1.033
N 4.112 3.730 -0.158
C 3.318 2.768 0.333
S 2.210 3.209 1.620
N 3.414 1.553 -0.117
N 2.548 0.736 0.617
C 3.033 -0.370 1.044
C 2.403 -1.222 2.031
C 2.954 -2.474 2.327
C 2.494 -3.201 3.406
C 1.515 -2.664 4.243
C 0.970 -1.417 3.995
C 1.400 -0.724 2.873
O 0.820 0.450 2.563
H 4.064 4.671 0.187
H 4.860 3.470 -0.779
H 4.041 -0.611 0.713
H 3.754 -2.862 1.708
H 2.913 -4.174 3.621
H 1.177 -3.228 5.103
H 0.206 -0.986 4.627
O 0.116 4.548 -2.024
P -0.540 3.764 -0.838
O -1.960 3.391 -0.969
O 0.451 2.585 -0.615
O -0.352 4.707 0.450
P -0.982 4.262 1.869
O -2.530 4.358 1.657
O -0.419 4.927 3.020
O -0.711 2.656 1.809
H -0.467 5.192 -2.447
H -2.772 4.045 0.758
C -2.050 -3.427 2.885
C -2.107 -2.110 2.166
C -3.232 -1.279 2.297
C -3.346 -0.069 1.637
C -4.570 0.792 1.764
C -2.286 0.333 0.819
C -1.152 -0.461 0.706
C -1.060 -1.692 1.372
N -0.049 0.041 -0.072
C 0.111 -0.439 -1.494
C 1.434 0.007 -2.116
C 1.491 -0.446 -3.580
C 1.428 -1.973 -3.635
C 0.116 -2.442 -3.004
C -1.064 -1.858 -3.786
C -0.998 -0.331 -3.739
C 0.316 0.154 -4.355
C -1.076 0.140 -2.281
C 0.039 -1.971 -1.544
H -2.358 -3.319 3.926
H -1.042 -3.841 2.865
H -2.720 -4.153 2.422
H -4.043 -1.604 2.940
H -5.124 0.556 2.671
H -5.238 0.640 0.915
H -4.305 1.849 1.794
H -2.346 1.260 0.258
H -0.172 -2.300 1.265
H 2.267 -0.445 -1.577
H 1.548 1.088 -2.059
H 2.433 -0.097 -4.007
H 2.281 -2.405 -3.103
H 1.487 -2.319 -4.670
H 0.065 -3.533 -3.014
H -2.009 -2.207 -3.359
H -1.031 -2.206 -4.821
H -1.844 0.097 -4.280
H 0.365 1.246 -4.330
H 0.369 -0.146 -5.405
H -2.011 -0.202 -1.828
H -1.070 1.230 -2.233
H 0.865 -2.397 -0.965
H -0.896 -2.323 -1.104
*
```

Computed properties:
ΔE to the lowest compared entry with this formula, charge and spin = 7.0 kJ/mol
total energy = -81110.4105 eV
maximum force = 0.9 eV/Å
LUMO level (alpha / beta) = -0.19507 / -0.19509 Eh

Atom-resolved charges from Löwdin, all expressed in e: 1.838, 0.118, -0.793, 0.802, 0.026, -0.192, -0.032, -0.139, -0.010, -0.049, -0.041, 0.015, -0.292, -0.238, 0.102, 0.118, 0.154, 0.126, 0.116, 0.121, 0.137, -0.046, 0.245, -0.247, -0.463, -0.247, 0.276, -0.072, -0.195, -0.463, 0.115, 0.071, -0.030, -0.233, 0.034, -0.225, -0.020, 0.003, -0.300, -0.004, -0.076, -0.381, -0.099, -0.272, -0.112, -0.274, -0.107, -0.270, -0.105, -0.066, -0.078, 0.089, 0.072, 0.093, 0.133, 0.086, 0.096, 0.078, 0.106, 0.121, 0.105, 0.101, 0.146, 0.122, 0.126, 0.145, 0.125, 0.126, 0.147, 0.125, 0.126, 0.129, 0.106, 0.128, 0.121